# 1
DFT (ωB97M-V/def2-TZVPD) results for a cluster of 2 separate species, C12H7F4N2O5 in total at a distorted geometry.

XYZ file:
```
30
Properties=species:S:1:pos:R:3:forces:R:3
F -1.669 -3.803 0.830 0.1 0.5 -0.2
C -1.747 -2.469 1.035 0.0 0.6 0.4
C -0.635 -1.752 1.406 0.0 -1.1 1.8
F 0.408 -2.451 1.995 -1.0 0.7 -0.9
C -0.768 -0.358 1.945 2.4 0.2 -0.5
O 0.226 0.272 2.299 -1.9 -0.5 0.4
C -2.115 0.176 1.893 -1.3 1.0 0.0
F -2.291 1.398 2.439 0.0 -0.4 -0.3
C -3.139 -0.452 1.286 -0.3 1.0 1.1
F -4.362 0.100 1.246 0.7 -0.1 -0.1
C -3.052 -1.830 0.812 0.3 -2.3 -2.0
O -3.979 -2.406 0.217 1.0 1.1 1.3
C 3.598 1.300 0.034 0.4 -0.1 0.1
N 2.303 0.785 -0.338 -0.6 0.3 -0.6
C 2.023 -0.570 -0.059 0.0 -1.0 0.9
O 2.912 -1.332 0.342 -0.4 1.2 -0.4
C 0.645 -0.985 -0.206 0.1 -0.3 -1.9
C -0.184 -0.237 -1.130 -0.5 -0.7 0.7
O -1.316 -0.596 -1.485 0.7 0.4 0.0
N 0.319 0.994 -1.588 0.4 0.6 0.3
C -0.538 1.776 -2.451 -0.3 0.0 -0.1
C 1.499 1.607 -1.150 -0.2 -2.0 0.7
O 1.821 2.726 -1.468 0.1 0.5 -0.2
H 3.633 2.346 -0.256 0.1 0.0 0.1
H 3.722 1.192 1.114 0.1 0.0 -0.1
H 4.391 0.743 -0.478 -0.1 0.1 0.2
H 0.537 -2.062 -0.297 0.3 0.2 -0.4
H -0.026 2.711 -2.653 -0.1 0.0 0.0
H -0.720 1.229 -3.380 -0.1 0.1 0.1
H -1.496 1.950 -1.952 0.1 0.0 -0.2
```
Positions in Å, forces in eV/Å.

**Multiplicity**: 1
**Orbital gap**: 6.0 eV
**HOMO**: -4.62 eV
**DFT total energy**: -36645.8439 eV
**Total charge**: -1

Atom charges from the Löwdin analysis, given in e for atoms 1 to 8: 0.08, -0.16, -0.18, 0.07, -0.25, 0.12, -0.11, 0.10



# 2
DFT (ωB97M-V/def2-TZVPD) results for the ion C12H7FN3O3 with charge +1 at a distorted geometry.

XYZ file:
```
26
Properties=species:S:1:pos:R:3:forces:R:3
O 1.887 -3.768 0.255 -0.7 0.1 -1.0
C 1.511 -3.118 -0.630 1.5 0.3 0.2
N 1.260 -2.295 -1.531 -1.0 -0.3 1.6
C 0.426 -1.282 -0.891 0.2 -0.2 -0.5
C -0.948 -1.427 -1.042 -0.1 0.9 0.5
C -1.832 -0.459 -0.441 0.9 0.1 0.1
C -3.247 -0.539 -0.599 1.0 0.0 0.1
N -4.043 0.380 -0.050 0.8 -0.4 -0.1
C -3.537 1.402 0.706 1.1 1.4 0.9
C -2.174 1.564 0.927 0.2 -1.4 -0.9
C -1.235 0.616 0.333 -1.1 0.3 0.2
C 0.193 0.719 0.505 0.2 -0.9 -0.7
C 1.057 -0.210 -0.113 -1.7 0.7 0.6
C 2.582 -0.112 0.061 0.6 -0.1 0.4
O 3.346 -0.880 -0.457 -0.5 -0.2 0.0
N 3.151 0.934 0.881 -0.5 -0.8 -1.0
C 4.474 1.174 0.318 0.8 1.1 -0.9
O 4.595 1.919 -0.596 0.0 0.0 0.3
F 5.559 0.608 0.848 -1.6 -0.2 0.4
H -1.383 -2.265 -1.610 0.5 0.5 0.3
H -3.687 -1.364 -1.176 0.0 0.6 0.3
H -5.044 0.290 -0.216 0.2 0.2 0.2
H -4.204 2.144 1.166 -0.1 -0.7 -0.5
H -1.763 2.381 1.535 -0.6 -0.3 -0.3
H 0.604 1.531 1.127 -0.4 -0.5 -0.3
H 2.631 1.791 0.687 0.3 0.0 0.4
```
Positions in Å, forces in eV/Å.

**Multiplicity**: 1
**Orbital gap**: 7.7 eV
**HOMO**: -13.32 eV
**DFT total energy**: -25880.5511 eV
**Total charge**: +1

Atom charges from the Löwdin analysis, given in e for atoms 1 to 8: 0.24, -0.27, 0.18, -0.15, 0.06, -0.10, 0.05, 0.10



Question: DFT total energy of number 1 (C12H7F4N2O5)?
Answer: -36645.8439 eV